# 1
One molecule with the formula C3H9N3 at a distorted geometry. Source: OMol25; level of theory: ωB97M-V/def2-TZVPD.

Computed properties:
**Lowest unoccupied orbital energy**: 0.04547 Ha
**Spin multiplicity**: 1
**Energy above the lowest of the compared OMol25 structures with the same formula, charge and spin**: 92.5 kcal/mol
**Structure (SMILES)**: NN(N)C1CC1

Atoms and positions in Å:
N -0.8494 -1.7540 0.4403
N 0.3423 -0.9558 0.1267
N 1.2991 -1.2255 -0.8565
C -0.2095 0.3593 -0.2179
C -0.3762 1.3954 0.9040
C 0.7436 1.5026 -0.2010
H -0.6662 -2.7660 0.4458
H -1.6660 -1.4781 -0.1177
H 1.8430 -1.9916 -0.5070
H 0.9526 -1.4103 -1.8059
H -0.9710 0.1193 -1.0522
H -0.2545 1.2139 1.9058
H -1.1820 1.9994 0.6098
H 0.6146 2.2105 -1.0128
H 1.8008 1.3517 -0.0586

---

# 2
One molecule with the formula C3H9N3 at a distorted geometry. Source: OMol25; level of theory: ωB97M-V/def2-TZVPD.

Computed properties:
**Lowest unoccupied orbital energy**: 0.03452 Ha
**Spin multiplicity**: 1
**Energy above the lowest of the compared OMol25 structures with the same formula, charge and spin**: 13.4 kcal/mol
**Structure (SMILES)**: [H]/N=C(/N)NCC

Atoms and positions in Å:
H 0.4973 2.0586 0.6998
N -0.4688 2.0138 0.9944
C -1.0380 0.9562 0.6052
N -2.3868 0.6099 0.8217
N -0.4000 -0.0409 -0.1590
C 0.8476 -0.7625 0.0505
C 1.6037 -0.8580 -1.2638
H -2.7470 1.2092 1.5670
H -2.3512 -0.2877 1.2901
H -0.9417 -0.4544 -0.8810
H 1.4033 -0.1137 0.7205
H 0.6601 -1.7562 0.4440
H 1.8857 0.1469 -1.5618
H 2.4569 -1.5116 -1.2378
H 0.9790 -1.2096 -2.0897

---

# 3
A 2-piece molecular cluster, C3H9N3O overall at a distorted geometry. Source: OMol25; level of theory: ωB97M-V/def2-TZVPD.

Computed properties:
**Lowest unoccupied orbital energy**: 0.02601 Ha
**Spin multiplicity**: 1
**Energy above the lowest of the compared OMol25 structures with the same formula, charge and spin**: 69.2 kcal/mol
**Structure (SMILES)**: C=NC=O.CNN

Atoms and positions in Å:
C -2.5408 -0.6551 0.0469
N -1.7810 -1.6153 -0.1902
C -0.4805 -1.8283 -0.4256
O 0.3913 -1.9569 0.3989
H -3.5895 -0.8638 0.2217
H -2.2003 0.3794 0.0911
H -0.3143 -2.0454 -1.5029
C 2.0702 0.9252 -0.2260
N 0.6617 1.2601 -0.3664
N -0.0886 1.0980 0.8327
H 2.5250 1.6261 0.4761
H 2.5504 1.0381 -1.1955
H 2.2290 -0.0989 0.1415
H 0.2395 0.6481 -1.0633
H 0.1653 1.8650 1.4518
H 0.1626 0.2239 1.3093

---

HOMO-LUMO gap, record by record: 9.6359 9.7330 9.8704 eV
E, record by record: -283.8357 -283.9618 -359.1341 Ha
HOMO energy, record by record: -8.40 -8.79 -9.16 eV